{"formula": "C17H43O4RuSi4", "method": "wB97M-V/def2-TZVPD", "elements": ["Ru", "C", "C", "O", "C", "C", "O", "C", "C", "O", "C", "C", "O", "H", "H", "H", "H", "H", "H", "H", "H", "H", "H", "H", "H", "H", "H", "H", "H", "C", "Si", "C", "C", "Si", "Si", "C", "C", "C", "Si", "C", "C", "C", "H", "H", "H", "H", "H", "H", "H", "H", "H", "H", "H", "H", "H", "H", "H", "H", "H", "H", "H", "H", "H", "H", "H", "H", "H", "H", "H"], "positions_angstrom": [[-1.126, -0.108, -0.241], [-2.379, -2.382, 1.037], [-2.426, -1.380, 2.167], [-1.714, -0.139, 1.823], [-2.505, 1.055, 2.138], [-2.384, 2.087, 1.045], [-2.663, 1.391, -0.182], [-2.459, 2.126, -1.400], [-2.700, 1.140, -2.526], [-1.998, -0.108, -2.262], [-2.833, -1.291, -2.481], [-2.634, -2.342, -1.403], [-2.768, -1.671, -0.145], [-1.386, -2.801, 0.900], [-3.088, -3.185, 1.260], [-3.462, -1.117, 2.370], [-1.978, -1.790, 3.071], [-3.547, 0.754, 2.230], [-2.164, 1.463, 3.089], [-3.126, 2.871, 1.219], [-1.389, 2.536, 0.991], [-3.172, 2.950, -1.482], [-1.444, 2.532, -1.405], [-3.765, 0.928, -2.600], [-2.363, 1.557, -3.475], [-3.874, -0.971, -2.476], [-2.607, -1.717, -3.459], [-3.410, -3.104, -1.522], [-1.656, -2.820, -1.467], [0.446, -3.561, -0.299], [0.760, -1.837, -0.969], [2.624, -1.596, -0.603], [0.610, -1.786, -2.834], [1.009, 0.282, 0.314], [1.841, 2.071, -1.064], [3.705, 2.057, -1.118], [1.152, 1.947, -2.802], [1.269, 3.623, -0.183], [1.979, 0.047, 2.491], [1.178, 1.432, 3.458], [1.521, -1.638, 3.149], [3.818, 0.302, 2.388], [1.205, -4.194, -0.769], [-0.517, -4.012, -0.532], [0.607, -3.621, 0.779], [3.084, -2.378, -1.217], [2.900, -1.802, 0.430], [3.090, -0.657, -0.911], [0.931, -2.755, -3.225], [1.282, -1.034, -3.252], [-0.382, -1.580, -3.220], [4.124, 1.207, -1.657], [4.153, 2.090, -0.125], [4.018, 2.962, -1.649], [1.720, 1.227, -3.395], [1.264, 2.918, -3.292], [0.104, 1.655, -2.853], [1.658, 3.668, 0.837], [0.187, 3.752, -0.139], [1.672, 4.489, -0.715], [0.096, 1.325, 3.522], [1.417, 2.413, 3.042], [1.567, 1.414, 4.480], [0.442, -1.799, 3.149], [1.870, -1.736, 4.180], [1.992, -2.438, 2.575], [4.077, 1.297, 2.025], [4.336, -0.440, 1.779], [4.210, 0.220, 3.407]], "mulliken_charge": [-0.73, 0.12, -0.82, 0.10, -0.72, -0.39, -0.33, -0.03, -0.76, -0.16, -1.03, -0.09, -0.25, -0.36, 0.50, 0.45, 0.42, 0.51, 0.43, 0.52, 0.03, 0.49, -0.13, 0.50, 0.39, 0.59, 0.35, 0.45, -0.27, -1.61, 1.08, -1.55, -1.11, 0.54, 0.96, -1.20, -1.04, -1.07, 0.77, -0.91, -0.83, -1.13, 0.53, 0.45, 0.41, 0.58, 0.27, 0.30, 0.52, 0.32, 0.08, 0.37, 0.29, 0.42, 0.39, 0.47, 0.07, 0.34, 0.26, 0.48, 0.06, 0.30, 0.48, 0.04, 0.49, 0.30, 0.29, 0.38, 0.42], "fmax_ev_per_a": 0.59, "charge": 2, "s2": 0.76, "e_homo_ha": [-0.5149, -0.5251], "multiplicity": 2, "orbital_gap_ev": [7.7982, 7.3244], "de_lowest_kcal_mol": 5.8}

=====

{"formula": "C18H14F5N2O2V", "method": "wB97M-V/def2-TZVPD", "elements": ["V", "O", "N", "N", "O", "C", "C", "C", "C", "C", "C", "H", "H", "H", "H", "H", "C", "C", "C", "C", "C", "C", "H", "H", "H", "H", "H", "H", "H", "H", "H", "F", "C", "C", "C", "F", "C", "F", "C", "F", "C", "F"], "positions_angstrom": [[-0.391, -0.331, 0.107], [-0.108, -1.467, 1.231], [-0.819, -2.475, 1.517], [-1.915, -2.421, 0.839], [-2.051, -1.413, 0.054], [-2.906, -3.356, 1.015], [-4.201, -3.108, 0.520], [-5.185, -4.038, 0.759], [-4.886, -5.207, 1.463], [-3.592, -5.463, 1.923], [-2.594, -4.543, 1.707], [-4.410, -2.200, -0.027], [-6.189, -3.859, 0.407], [-5.669, -5.927, 1.642], [-3.371, -6.384, 2.442], [-1.578, -4.722, 2.022], [0.490, 2.230, 4.450], [-0.788, 2.268, 3.568], [-1.342, 3.695, 3.486], [-1.857, 1.308, 4.151], [-0.440, 1.711, 2.312], [-0.191, 1.055, 1.292], [0.221, 2.610, 5.434], [1.269, 2.857, 4.024], [0.864, 1.213, 4.539], [-1.579, 4.046, 4.488], [-2.245, 3.723, 2.879], [-0.615, 4.374, 3.050], [-2.136, 1.669, 5.138], [-1.463, 0.299, 4.242], [-2.742, 1.283, 3.518], [2.909, -1.890, -0.664], [2.034, -1.488, -1.569], [1.004, -0.644, -1.184], [0.029, -0.298, -2.109], [-0.986, 0.479, -1.552], [0.000, -0.762, -3.410], [-0.992, -0.479, -4.231], [1.081, -1.575, -3.806], [1.110, -2.042, -5.030], [2.099, -1.929, -2.902], [3.071, -2.718, -3.297]], "mulliken_charge": [0.11, -0.19, -0.44, 1.25, -0.71, 0.50, -0.25, -0.67, -0.37, -0.68, -0.23, 0.45, 0.41, 0.43, 0.42, 0.50, -1.46, 1.55, -1.45, -1.50, 0.73, -0.76, 0.40, 0.43, 0.40, 0.37, 0.39, 0.41, 0.42, 0.38, 0.40, -0.22, 0.33, -0.18, 0.98, -0.27, 0.05, -0.22, 0.53, -0.22, 0.17, -0.21], "fmax_ev_per_a": 3.81, "charge": 2, "e_homo_ha": -0.5884, "orbital_gap_ev": 5.9758}

=====

{"formula": "C24H57F6N7O6P", "method": "wB97M-V/def2-TZVPD", "elements": ["P", "F", "F", "F", "F", "F", "F", "C", "C", "N", "C", "C", "C", "C", "H", "H", "H", "H", "H", "H", "H", "H", "H", "H", "H", "H", "H", "H", "H", "C", "O", "N", "C", "C", "H", "H", "H", "H", "H", "H", "H", "C", "O", "N", "C", "C", "H", "H", "H", "H", "H", "H", "H", "C", "O", "N", "C", "C", "H", "H", "H", "H", "H", "H", "H", "C", "O", "N", "C", "C", "H", "H", "H", "H", "H", "H", "H", "C", "O", "N", "C", "C", "H", "H", "H", "H", "H", "H", "H", "C", "O", "N", "C", "C", "H", "H", "H", "H", "H", "H", "H"], "positions_angstrom": [[0.019, 0.005, -1.674], [0.940, -0.029, -0.313], [0.359, 1.585, -1.936], [1.418, -0.423, -2.370], [-0.840, 0.027, -3.024], [-0.432, -1.531, -1.390], [-1.286, 0.351, -0.722], [6.038, -0.760, 2.095], [5.290, -2.089, 1.903], [3.912, -1.938, 1.552], [3.471, -1.528, 0.224], [4.131, -2.322, -0.924], [3.065, -1.433, 2.628], [3.129, -2.305, 3.885], [7.107, -0.797, 2.324], [5.637, -0.087, 2.858], [5.945, -0.226, 1.143], [5.765, -2.659, 1.097], [5.420, -2.788, 2.734], [2.402, -1.708, 0.185], [3.688, -0.455, 0.143], [5.204, -2.258, -0.720], [3.846, -3.372, -0.886], [3.951, -1.898, -1.907], [2.036, -1.446, 2.249], [3.079, -0.351, 2.828], [2.264, -2.129, 4.529], [4.081, -2.157, 4.387], [2.955, -3.339, 3.578], [-3.488, 5.085, -0.714], [-4.353, 4.685, -1.479], [-2.810, 4.321, 0.163], [-2.157, 4.894, 1.321], [-3.037, 2.877, 0.228], [-3.212, 6.148, -0.616], [-1.155, 4.463, 1.425], [-2.686, 4.552, 2.215], [-1.976, 5.966, 1.311], [-3.571, 2.624, -0.680], [-2.062, 2.391, 0.229], [-3.562, 2.554, 1.127], [-1.649, -1.720, 1.854], [-2.159, -2.782, 1.558], [-1.033, -1.460, 3.013], [-0.991, -2.437, 4.072], [-0.287, -0.237, 3.254], [-1.523, -0.852, 1.187], [-1.187, -1.928, 5.025], [-0.057, -2.998, 4.129], [-1.812, -3.153, 4.084], [-0.717, 0.265, 4.125], [0.753, -0.459, 3.481], [-0.326, 0.477, 2.437], [-3.922, -1.428, -1.133], [-3.954, -2.414, -0.456], [-5.051, -0.813, -1.640], [-5.051, 0.534, -2.174], [-6.363, -1.279, -1.279], [-3.043, -0.858, -1.465], [-5.342, 0.525, -3.230], [-4.043, 0.947, -2.139], [-5.759, 1.205, -1.686], [-6.895, -0.521, -0.689], [-7.023, -1.405, -2.150], [-6.368, -2.239, -0.772], [-2.094, 5.568, -4.160], [-2.157, 6.760, -3.924], [-1.227, 4.684, -3.629], [-1.270, 3.248, -3.884], [-0.197, 5.137, -2.710], [-2.803, 5.120, -4.880], [-1.937, 2.713, -3.205], [-0.302, 2.820, -3.641], [-1.499, 3.053, -4.929], [0.762, 4.742, -3.062], [-0.038, 6.208, -2.841], [-0.355, 4.855, -1.671], [-1.016, -4.738, -1.596], [-2.037, -4.667, -0.956], [-0.323, -5.896, -1.781], [0.677, -6.012, -2.831], [-0.671, -7.079, -1.040], [-0.508, -3.837, -1.967], [0.551, -6.986, -3.307], [1.688, -6.042, -2.410], [0.631, -5.168, -3.512], [0.245, -7.520, -0.632], [-1.228, -6.758, -0.161], [-1.255, -7.797, -1.619], [1.103, 2.682, 1.444], [0.504, 2.942, 2.477], [2.424, 2.420, 1.389], [3.058, 2.448, 0.082], [3.302, 2.415, 2.514], [0.692, 2.599, 0.422], [2.625, 1.789, -0.670], [4.125, 2.245, 0.160], [3.003, 3.437, -0.390], [2.775, 2.451, 3.464], [3.936, 1.520, 2.546], [4.093, 3.176, 2.495]], "mulliken_charge": [1.35, -0.08, -0.35, -0.46, -0.35, -0.27, -0.35, -0.86, -0.91, 0.24, 0.70, -1.61, 0.68, -1.70, 0.45, 0.16, 0.20, 0.45, 0.43, -0.08, -0.25, 0.38, 0.39, 0.39, -0.12, -0.16, 0.42, 0.40, 0.34, 0.12, -0.62, 0.35, -0.73, -0.55, 0.27, 0.08, 0.31, 0.33, 0.00, 0.08, 0.28, 0.68, -0.67, 0.16, -1.07, -0.53, -0.05, 0.39, 0.23, 0.32, 0.48, 0.10, -0.21, 0.33, -0.58, 0.14, -0.48, -1.08, 0.15, 0.32, -0.28, 0.38, 0.33, 0.35, 0.31, 0.08, -0.61, 0.23, -0.98, -0.91, 0.35, 0.34, 0.11, 0.45, 0.37, 0.34, 0.19, 0.48, -0.59, 0.17, -0.98, -1.02, 0.01, 0.34, 0.29, 0.33, 0.36, 0.30, 0.29, 0.20, -0.70, 0.48, -1.12, -0.79, 0.23, 0.20, 0.38, 0.35, 0.30, -0.02, 0.40], "fmax_ev_per_a": 2.01, "charge": -1, "e_homo_ha": -0.2171, "orbital_gap_ev": 8.3257, "de_lowest_kcal_mol": 20.6}

=====

{"formula": "C6H15BO4", "method": "wB97M-V/def2-TZVPD", "elements": ["O", "O", "O", "O", "B", "C", "C", "C", "C", "C", "C", "H", "H", "H", "H", "H", "H", "H", "H", "H", "H", "H", "H", "H", "H", "H"], "positions_angstrom": [[0.905, -3.429, -0.766], [0.954, -2.594, 1.383], [0.197, -1.084, -0.416], [-0.243, 1.561, -1.942], [0.683, -2.331, 0.034], [0.466, 0.988, 2.470], [-0.417, -0.936, -1.693], [0.047, 0.265, -2.474], [0.102, 1.807, -0.570], [-0.820, 1.563, 1.915], [-0.973, 1.255, 0.395], [0.653, -3.468, -1.709], [1.207, -3.530, 1.492], [0.607, 1.187, 3.546], [0.566, -0.114, 2.283], [1.290, 1.458, 1.949], [-1.530, -0.970, -1.592], [-0.164, -1.817, -2.280], [1.136, 0.234, -2.639], [-0.440, 0.243, -3.464], [1.049, 1.276, -0.400], [0.232, 2.861, -0.441], [-1.709, 1.223, 2.469], [-0.858, 2.646, 2.074], [-1.967, 1.539, 0.059], [-0.972, 0.164, 0.317]], "mulliken_charge": [-0.60, -0.55, -0.38, -0.41, 0.57, -0.88, -0.25, -0.63, -0.43, -0.60, -0.24, 0.32, 0.31, 0.39, 0.10, 0.27, 0.21, 0.35, 0.35, 0.33, 0.29, 0.36, 0.32, 0.33, 0.41, 0.05], "fmax_ev_per_a": 2.18, "e_homo_ha": -0.3530, "orbital_gap_ev": 9.9367, "de_lowest_kcal_mol": 0.0, "smiles": "CCCCOCCOB(O)O"}

=====

{"formula": "C16H31EuNOP2", "method": "wB97M-V/def2-TZVPD", "elements": ["P", "P", "C", "C", "H", "H", "H", "H", "C", "H", "H", "H", "C", "H", "H", "H", "C", "H", "H", "H", "C", "H", "H", "H", "Eu", "C", "C", "C", "C", "C", "C", "C", "C", "C", "H", "H", "H", "H", "H", "H", "H", "H", "H", "H", "H", "H", "H", "H", "H", "O", "C", "N"], "positions_angstrom": [[0.194, -1.410, -2.737], [0.011, 1.810, -2.624], [-0.209, -0.474, -4.312], [0.289, 0.980, -4.283], [-1.305, -0.506, -4.426], [0.243, -1.019, -5.155], [1.373, 1.023, -4.480], [-0.225, 1.578, -5.051], [-1.592, 2.661, -2.977], [-1.800, 3.352, -2.149], [-2.399, 1.920, -3.022], [-1.544, 3.219, -3.919], [1.162, 3.235, -2.835], [0.979, 3.760, -3.779], [2.194, 2.863, -2.809], [1.015, 3.922, -1.993], [-0.967, -2.825, -2.956], [-0.756, -3.566, -2.175], [-0.855, -3.285, -3.944], [-1.994, -2.463, -2.827], [1.767, -2.225, -3.265], [2.567, -1.477, -3.321], [1.650, -2.719, -4.236], [2.038, -2.967, -2.503], [0.020, 0.099, 4.022], [0.654, 1.795, 2.204], [-0.703, 1.713, 2.134], [-1.487, 0.770, 1.216], [-1.863, -0.725, 1.610], [-0.826, -1.632, 2.234], [0.535, -1.555, 2.019], [1.207, -0.607, 1.051], [1.637, 0.867, 1.471], [0.089, -1.878, 5.529], [1.125, 2.349, 3.034], [-1.325, 2.192, 2.915], [-0.948, 0.745, 0.256], [-2.447, 1.297, 1.039], [-2.785, -0.694, 2.237], [-2.168, -1.247, 0.680], [-1.203, -2.279, 3.021], [1.210, -2.113, 2.673], [0.579, -0.530, 0.148], [2.137, -1.123, 0.738], [2.615, 0.798, 2.009], [1.849, 1.436, 0.546], [0.983, -1.612, 6.164], [0.403, -2.576, 4.766], [-1.009, -1.804, 5.840], [-0.016, -0.043, 8.560], [-0.041, 0.323, 7.406], [-0.058, 0.649, 6.254]], "mulliken_charge": [0.72, 0.75, -1.06, -1.08, 0.42, 0.46, 0.42, 0.46, -1.37, 0.37, 0.34, 0.41, -1.39, 0.39, 0.36, 0.39, -1.36, 0.39, 0.39, 0.35, -1.37, 0.34, 0.40, 0.37, 1.00, -0.61, -0.52, 0.28, -0.78, -0.46, -0.71, 0.63, -0.77, -1.86, 0.53, 0.49, -0.53, 0.48, 0.37, 0.36, 0.52, 0.46, -0.73, 0.55, 0.37, 0.31, 0.30, 0.68, 0.30, -0.61, 0.62, -0.73], "fmax_ev_per_a": 3.43, "s2": 15.76, "e_homo_ha": [-0.2019, -0.2028], "multiplicity": 8, "orbital_gap_ev": [5.2613, 5.2493], "de_lowest_kcal_mol": 0.0}

=====

{"formula": "C3H7NO3", "method": "wB97M-V/def2-TZVPD", "elements": ["C", "C", "O", "N", "C", "O", "O", "H", "H", "H", "H", "H", "H", "H"], "positions_angstrom": [[0.208, -0.111, 0.244], [1.437, -0.511, -0.580], [2.050, -1.646, -0.002], [-0.730, 0.619, -0.552], [-2.008, 0.902, -0.074], [-2.336, 0.420, 1.154], [-2.810, 1.571, -0.656], [-0.218, -1.060, 0.549], [0.517, 0.394, 1.171], [1.003, -0.852, -1.526], [2.109, 0.330, -0.746], [2.863, -1.405, 0.450], [-0.421, 1.455, -1.036], [-1.665, -0.107, 1.603]], "mulliken_charge": [-0.51, -0.66, -0.52, -0.15, 0.56, -0.46, -0.56, 0.39, 0.33, 0.33, 0.36, 0.32, 0.24, 0.34], "fmax_ev_per_a": 1.25, "e_homo_ha": -0.3756, "orbital_gap_ev": 10.6794, "de_lowest_kcal_mol": 29.6, "smiles": "O=C(O)NCCO"}

=====

{"formula": "CH6N6O2", "method": "wB97M-V/def2-TZVPD", "elements": ["C", "N", "N", "N", "N", "N", "N", "O", "O", "H", "H", "H", "H", "H", "H"], "positions_angstrom": [[-0.762, -0.003, -0.134], [-1.524, 0.979, 0.064], [-1.968, -2.056, 0.292], [-0.810, -1.297, -0.033], [1.434, 0.999, -0.645], [-2.878, 1.073, 0.041], [1.624, 1.907, 0.285], [-3.494, 0.229, -0.589], [-3.354, 2.040, 0.579], [-2.159, -1.998, 1.294], [-2.776, -1.653, -0.197], [1.008, 1.409, -1.476], [1.061, 2.752, 0.345], [0.011, -1.859, -0.215], [1.938, 1.518, 1.164]], "mulliken_charge": [0.40, -0.39, -0.71, -0.05, -0.42, 0.97, -0.17, -0.64, -0.59, 0.25, 0.36, 0.25, 0.24, 0.24, 0.25], "fmax_ev_per_a": 1.82, "e_homo_ha": [-0.3093, -0.2974], "orbital_gap_ev": [8.8135, 7.5971], "de_lowest_kcal_mol": 105.8}

=====

{"formula": "C4H6N2", "method": "wB97M-V/def2-TZVPD", "elements": ["N", "C", "C", "C", "C", "N", "H", "H", "H", "H", "H", "H"], "positions_angstrom": [[2.171, -0.689, -1.691], [1.496, -0.583, -0.756], [0.607, -0.521, 0.426], [0.011, 0.852, 0.780], [-0.959, 0.575, -0.371], [-0.801, -0.832, 0.091], [1.069, -1.080, 1.244], [-0.669, 0.391, 1.544], [0.610, 1.768, 0.886], [-0.531, 0.732, -1.372], [-1.957, 1.014, -0.306], [-1.048, -1.626, -0.474]], "mulliken_charge": [-0.45, 0.15, -0.01, -0.55, -0.53, -0.47, 0.39, 0.32, 0.36, 0.26, 0.30, 0.23], "fmax_ev_per_a": 2.37, "e_homo_ha": -0.3671, "orbital_gap_ev": 10.9801, "de_lowest_kcal_mol": 54.7, "smiles": "N#C[C@H]1CCN1"}